84
Properties=species:S:1:pos:R:3 method="wB97M-V/def2-TZVPD" homo_ev="-0.34 / -0.42" multiplicity=1 total_charge=-1 homo_lumo_gap_ha="0.089 / 0.092" energy_ha=-3376.660671
Lu -2.932 -0.867 2.423
Cl -3.533 0.116 4.521
P 0.560 0.191 -0.190
C 1.614 0.017 1.316
H 0.943 -0.649 1.895
H 2.513 -0.565 1.071
C -1.306 0.304 -0.162
C 0.831 -1.496 -0.883
C -1.775 0.837 -1.530
H -1.671 -0.748 -0.064
C -3.271 0.599 -1.711
H -1.555 1.916 -1.570
H -1.249 0.380 -2.380
C -4.055 1.417 -0.694
H -3.546 0.849 -2.748
H -3.504 -0.475 -1.573
C -3.558 1.024 0.724
H -3.936 2.493 -0.876
H -5.126 1.176 -0.782
C -2.010 1.133 0.925
H -4.077 1.608 1.499
H -3.904 -0.065 0.764
H -1.671 2.180 0.863
H -1.669 0.849 1.973
C 1.345 1.574 -1.116
C 2.315 -1.865 -1.059
H 0.425 -2.153 -0.086
C 2.458 -3.307 -1.566
H 2.815 -1.168 -1.751
H 2.868 -1.808 -0.113
C 1.671 -3.556 -2.856
H 3.518 -3.528 -1.739
H 2.108 -3.989 -0.777
C 0.200 -3.103 -2.787
H 2.157 -2.998 -3.672
H 1.713 -4.620 -3.128
C 0.004 -1.721 -2.149
H -0.212 -3.061 -3.809
H -0.413 -3.842 -2.242
H 0.258 -0.959 -2.904
H -1.076 -1.620 -1.959
C 0.828 2.984 -0.742
H 2.384 1.487 -0.741
C 1.841 4.047 -1.196
H -0.154 3.186 -1.207
H 0.688 3.095 0.336
C 2.074 3.974 -2.707
H 1.462 5.043 -0.933
H 2.786 3.899 -0.650
C 2.321 2.545 -3.236
H 1.162 4.352 -3.192
H 2.907 4.631 -3.002
C 1.390 1.461 -2.642
H 2.200 2.555 -4.330
H 3.362 2.254 -3.024
H 0.381 1.587 -3.069
H 1.753 0.476 -2.966
C 0.699 2.087 2.610
C 1.916 1.247 2.090
H 0.249 2.810 1.925
C 2.917 0.911 3.226
H 2.466 1.934 1.421
C 2.211 0.572 4.522
H 3.501 0.044 2.917
H 3.597 1.762 3.325
C 1.475 1.791 5.059
H 1.464 -0.202 4.318
H 2.908 0.161 5.265
C 0.517 2.432 4.017
H 0.918 1.500 5.955
H 2.197 2.555 5.371
H -0.527 2.238 4.334
H 0.628 3.528 4.094
O -3.615 -2.562 -1.576
C -3.315 -3.110 -0.526
C -3.007 -4.575 -0.332
C -2.072 -4.594 0.872
C -2.184 -3.195 1.389
O -1.594 -2.610 2.384
N -3.047 -2.430 0.678
H -3.945 -5.122 -0.128
H -2.577 -5.065 -1.219
H -2.395 -5.331 1.629
H -1.037 -4.849 0.579

=====

99
Properties=species:S:1:pos:R:3 method="wB97M-V/def2-TZVPD" homo_ev=-5.77 multiplicity=1 total_charge=-1 homo_lumo_gap_ha=0.285 e_above_lowest_kcal_mol=0.0 energy_ha=-3319.544210
C 1.068 -0.990 0.655
C 2.164 -0.016 1.148
C 2.237 1.323 0.403
C 1.096 2.301 0.675
O -0.197 1.696 0.694
S -1.015 1.751 2.081
O -0.377 0.804 2.984
O -1.009 3.135 2.502
N -2.390 1.140 1.638
S -3.420 1.921 0.681
O -2.976 1.930 -0.704
O -3.900 3.185 1.212
C -4.819 0.807 0.805
N -4.633 -0.425 0.062
H 0.336 -1.194 1.443
H 0.510 -0.572 -0.190
H 1.498 -1.942 0.322
H 2.086 0.157 2.228
H 3.138 -0.505 0.991
H 2.376 1.135 -0.670
H 3.147 1.838 0.746
H 1.067 3.038 -0.142
H 1.287 2.865 1.591
H -5.650 1.416 0.431
H -4.997 0.618 1.869
H -5.391 -0.565 -0.591
H -4.682 -1.195 0.720
O 3.073 2.973 3.288
C 3.377 4.053 2.881
O 4.156 4.185 1.780
C 4.433 5.566 1.510
C 3.320 6.337 2.210
C 3.007 5.431 3.404
H 5.422 5.801 1.912
H 4.430 5.670 0.432
H 3.603 7.355 2.468
H 2.447 6.383 1.557
H 3.634 5.644 4.273
H 1.962 5.441 3.704
O 4.370 -0.403 -1.680
C 4.296 -1.595 -1.670
O 3.129 -2.246 -1.891
C 3.293 -3.656 -1.701
C 4.785 -3.916 -1.896
C 5.392 -2.610 -1.391
H 2.956 -3.908 -0.693
H 2.661 -4.171 -2.421
H 5.132 -4.806 -1.375
H 5.002 -4.038 -2.958
H 5.565 -2.625 -0.313
H 6.310 -2.320 -1.895
O -7.022 -1.861 -0.981
C -6.481 -2.908 -0.755
O -6.234 -3.321 0.504
C -5.443 -4.516 0.494
C -5.658 -5.135 -0.891
C -5.900 -3.890 -1.738
H -4.404 -4.222 0.655
H -5.758 -5.145 1.322
H -4.813 -5.740 -1.212
H -6.550 -5.764 -0.898
H -4.968 -3.455 -2.092
H -6.562 -4.037 -2.586
O -4.422 -2.498 2.697
C -3.403 -2.555 3.328
O -3.174 -3.595 4.186
C -1.936 -3.388 4.884
C -1.134 -2.436 4.006
C -2.234 -1.601 3.361
H -2.162 -2.953 5.862
H -1.465 -4.358 5.032
H -0.406 -1.848 4.560
H -0.600 -3.001 3.239
H -2.499 -0.730 3.962
H -1.987 -1.250 2.363
O -3.579 -3.859 -3.838
C -3.217 -2.718 -3.721
O -4.014 -1.688 -4.064
C -3.335 -0.430 -3.865
C -2.240 -0.728 -2.850
C -1.904 -2.185 -3.175
H -2.935 -0.107 -4.830
H -4.063 0.299 -3.518
H -1.398 -0.044 -2.921
H -2.650 -0.656 -1.841
H -1.147 -2.287 -3.956
H -1.600 -2.762 -2.306
O 3.816 6.045 -1.591
C 4.257 5.047 -2.086
O 5.587 4.804 -2.155
C 5.831 3.570 -2.856
C 4.534 2.776 -2.736
C 3.493 3.891 -2.700
H 6.076 3.813 -3.893
H 6.687 3.084 -2.395
H 4.398 2.058 -3.542
H 4.518 2.230 -1.792
H 3.164 4.196 -3.696
H 2.621 3.655 -2.094

=====

85
Properties=species:S:1:pos:R:3 method="wB97M-V/def2-TZVPD" homo_ev=-13.01 multiplicity=1 total_charge=+2 homo_lumo_gap_ha=0.208 e_above_lowest_kcal_mol=69.5 energy_ha=-4735.363492
N -4.984 -1.194 3.186
C -4.390 -0.149 3.783
C -4.334 1.126 3.202
C -4.889 1.337 1.906
C -5.508 0.205 1.296
C -5.530 -1.023 1.978
C -4.606 2.519 1.135
Sn 0.157 0.940 -0.678
P 2.769 0.447 -1.382
C -4.631 2.544 -0.246
C -3.430 2.935 -0.953
C -3.139 2.370 -2.240
C -1.855 2.289 -2.722
C -0.747 2.727 -1.898
C -1.063 3.542 -0.742
C -2.357 3.602 -0.291
Br 0.945 3.281 -2.930
H -4.212 3.378 1.691
H -5.462 2.148 -0.829
H -3.830 1.938 3.743
H -5.937 0.258 0.296
H -4.003 -0.315 4.797
H -6.055 -1.875 1.551
H -3.979 1.956 -2.803
H -2.559 4.133 0.645
H -1.646 1.931 -3.728
H -0.237 4.051 -0.244
P -0.561 -2.013 -0.376
C 3.233 2.126 -0.743
C 4.108 3.024 -1.618
H 3.754 1.942 0.213
H 2.302 2.660 -0.478
H 4.384 3.905 -1.018
H 5.040 2.520 -1.905
H 3.581 3.389 -2.509
C 2.310 0.278 -3.158
C 3.388 0.619 -4.180
H 1.461 0.959 -3.357
H 1.928 -0.766 -3.262
H 2.882 0.855 -5.125
H 3.947 1.513 -3.872
H 4.087 -0.211 -4.363
C 4.195 -0.678 -1.191
C 5.565 -0.031 -1.424
H 4.059 -1.494 -1.918
H 4.110 -1.138 -0.193
H 6.366 -0.780 -1.371
H 5.616 0.408 -2.431
H 5.799 0.752 -0.690
C 0.344 -3.435 0.391
C 1.857 -3.364 0.248
H -0.058 -4.343 -0.085
H 0.061 -3.471 1.452
H 2.318 -4.208 0.780
H 2.188 -3.420 -0.798
H 2.238 -2.430 0.686
C -0.501 -2.607 -2.122
C -1.429 -1.852 -3.066
H -0.761 -3.675 -2.074
H 0.549 -2.534 -2.443
H -1.253 -2.190 -4.094
H -2.487 -2.033 -2.839
H -1.252 -0.769 -3.025
C -2.286 -2.555 0.022
C -2.581 -2.923 1.471
H -2.505 -3.401 -0.648
H -2.924 -1.712 -0.285
H -3.642 -3.180 1.577
H -2.001 -3.783 1.830
H -2.396 -2.074 2.141
C 0.430 -1.622 3.808
C 0.092 -0.419 2.962
O 1.061 -0.106 1.949
C 2.385 0.045 2.469
C 2.519 1.224 3.406
H 0.691 -2.516 3.226
H -0.445 -1.876 4.420
H 1.261 -1.403 4.491
H -0.846 -0.583 2.422
H -0.053 0.453 3.613
H 2.674 -0.884 2.985
H 3.046 0.148 1.600
H 2.107 0.955 4.385
H 3.571 1.495 3.551
H 1.988 2.110 3.039

=====

86
Properties=species:S:1:pos:R:3 method="wB97M-V/def2-TZVPD" homo_ev=-17.36 multiplicity=1 total_charge=+4 homo_lumo_gap_ha=0.072 energy_ha=-1793.495167
C -5.153 -3.104 1.255
C -6.222 -2.660 0.196
C -7.549 -3.457 0.354
C -8.085 -4.010 -0.973
C -7.109 -4.932 -1.745
C -6.354 -5.975 -0.891
C -5.074 -6.432 -1.659
C -3.905 -6.737 -0.648
C -2.984 -5.525 -0.605
C -2.259 -5.443 0.743
C -1.027 -4.443 0.735
C -0.827 -3.987 2.214
C -1.547 -2.639 2.554
C -0.611 -1.491 3.037
C 0.733 -1.366 2.281
C 1.492 -0.050 2.607
C 2.853 -0.050 1.852
C 3.501 1.401 1.953
C 4.006 2.007 0.688
C 3.236 2.348 -0.404
I 1.183 2.086 -0.499
C 3.913 2.994 -1.612
O 3.651 2.739 -2.710
C 4.990 3.999 -1.218
C 5.104 5.287 -1.992
C 6.523 5.926 -1.929
C 6.715 7.010 -0.840
C 5.728 8.256 -0.892
N 5.222 8.590 -2.247
C 5.480 9.989 -2.530
N 6.453 10.213 -3.232
N 4.668 11.022 -2.040
C 5.756 3.652 -0.160
C 5.491 2.345 0.532
O 6.323 1.632 0.894
H -5.247 -2.436 2.112
H -4.163 -3.011 0.773
H -5.260 -4.156 1.536
H -6.395 -1.588 0.316
H -5.747 -2.819 -0.794
H -8.299 -2.816 0.824
H -7.360 -4.281 1.050
H -8.377 -3.196 -1.648
H -9.005 -4.577 -0.788
H -7.724 -5.495 -2.459
H -6.417 -4.332 -2.362
H -6.000 -5.598 0.074
H -6.974 -6.850 -0.669
H -5.291 -7.308 -2.272
H -4.743 -5.557 -2.285
H -3.335 -7.591 -1.038
H -4.265 -6.998 0.348
H -2.169 -5.568 -1.424
H -3.589 -4.541 -0.743
H -1.867 -6.414 1.062
H -2.921 -5.057 1.524
H -1.309 -3.604 0.043
H -0.137 -4.922 0.309
H 0.219 -3.998 2.519
H -1.333 -4.762 2.802
H -2.093 -2.287 1.665
H -2.320 -2.827 3.305
H -0.374 -1.594 4.101
H -1.143 -0.541 2.898
H 1.394 -2.187 2.589
H 0.620 -1.469 1.187
H 0.889 0.829 2.348
H 1.658 0.004 3.689
H 3.516 -0.727 2.399
H 2.755 -0.435 0.834
H 4.331 1.394 2.664
H 2.744 2.094 2.350
H 4.773 5.090 -3.021
H 4.362 5.969 -1.565
H 6.713 6.376 -2.891
H 7.241 5.118 -1.725
H 7.722 7.413 -0.972
H 6.640 6.593 0.168
H 6.169 9.135 -0.415
H 4.856 8.010 -0.277
H 4.200 8.487 -2.258
H 6.577 11.228 -3.376
H 3.682 10.926 -2.289
H 4.781 11.144 -1.032
H 6.543 4.309 0.200
Hf -2.839 -3.774 -2.454

=====

96
Properties=species:S:1:pos:R:3 method="wB97M-V/def2-TZVPD" homo_ev=-10.00 multiplicity=1 total_charge=0 homo_lumo_gap_ha=0.372 energy_ha=-2373.097765
C -3.388 7.262 -0.739
C -3.109 5.747 -0.815
O -3.684 5.055 0.302
C -4.617 4.125 0.075
C -4.759 3.241 1.310
O -5.220 3.909 -0.943
H -3.098 7.733 -1.678
H -2.680 7.654 -0.006
H -4.412 7.510 -0.478
H -3.550 5.366 -1.735
H -2.038 5.597 -0.707
H -3.721 2.911 1.398
H -5.308 2.338 1.062
H -5.158 3.806 2.145
C -4.198 -1.743 -0.657
C -4.849 -0.682 -1.519
O -4.031 0.452 -1.771
C -3.011 0.293 -2.618
C -1.928 1.333 -2.571
O -2.902 -0.665 -3.335
H -4.475 -1.651 0.392
H -3.153 -1.864 -0.936
H -4.668 -2.702 -0.910
H -5.283 -0.992 -2.477
H -5.815 -0.365 -1.111
H -2.190 1.969 -3.433
H -0.949 0.992 -2.893
H -1.890 2.052 -1.757
C 5.662 -0.627 1.341
C 5.459 -0.261 2.822
O 4.582 -1.173 3.465
C 3.288 -0.829 3.563
C 2.421 -1.992 3.947
O 2.843 0.217 3.170
H 5.821 0.241 0.697
H 4.758 -1.023 0.879
H 6.547 -1.258 1.310
H 6.421 -0.328 3.325
H 5.084 0.755 2.945
H 1.827 -1.635 4.793
H 2.909 -2.860 4.381
H 1.801 -2.226 3.089
O -0.517 -3.010 4.977
C -0.585 -3.151 3.789
O 0.110 -4.054 3.056
C -0.431 -4.094 1.754
C -1.284 -2.802 1.667
O -1.433 -2.472 3.058
H 0.325 -4.059 0.967
H -1.018 -4.996 1.566
H -2.224 -3.000 1.168
H -0.647 -2.054 1.204
O 2.664 0.656 -2.100
C 3.535 -0.027 -2.532
O 3.655 -0.437 -3.825
C 4.720 -1.354 -3.914
C 5.614 -0.984 -2.701
O 4.626 -0.416 -1.853
H 4.435 -2.407 -3.876
H 5.222 -1.254 -4.878
H 6.432 -0.269 -2.759
H 5.990 -1.941 -2.336
O -2.353 3.234 4.706
C -1.690 2.274 4.972
O -2.144 1.316 5.824
C -1.262 0.161 5.777
C -0.058 0.693 4.927
O -0.493 1.973 4.523
H -0.990 -0.124 6.784
H -1.774 -0.571 5.162
H 0.082 0.048 4.063
H 0.857 0.798 5.506
C -1.332 0.794 1.311
C 0.114 1.175 0.987
C 0.972 0.009 0.513
C 0.390 -0.766 -0.618
N 0.040 -1.407 -1.506
H -1.739 0.185 0.502
H -2.042 1.622 1.364
H -1.408 0.363 2.315
H 0.711 1.690 1.739
H -0.030 1.920 0.197
H 1.147 -0.762 1.266
H 1.934 0.306 0.090
C 0.241 -2.714 -4.401
C 1.064 -2.781 -5.674
C 2.282 -1.867 -5.824
C 2.916 -1.851 -7.136
N 3.368 -1.824 -8.189
H -0.754 -3.152 -4.492
H -0.115 -1.705 -4.150
H 0.813 -3.038 -3.535
H 0.402 -2.703 -6.539
H 1.456 -3.807 -5.667
H 2.936 -2.176 -5.005
H 1.931 -0.870 -5.541